The following is a quantum chemistry calculation of C4H3N3 in the gas phase, from OMol25.

Summary:
SMILES: N#Cc1c[nH]cn1
Energy relative to the best compared isomer or geometry (same formula, charge and spin) in kcal/mol: 31.3
F_max in eV/Å: 6.304
Frontier orbital gap in eV: 9.50
2S+1: 1
Highest occupied orbital energy in eV: -9.1

Geometry as XYZ:
```
10
Properties=species:S:1:pos:R:3:forces:R:3
C 0.84075 -0.01619 -0.28056 -0.175 2.464 1.662
H -0.26803 2.08513 0.08323 0.782 -1.348 -0.532
N 0.26750 -1.23190 -0.15535 -2.397 -0.319 0.032
N -1.34771 0.37304 -0.07533 -0.486 -5.311 0.736
C -1.03953 -1.02462 -0.01857 -1.606 -1.183 0.635
H -1.88770 -1.81428 0.33224 2.438 2.057 -1.398
H -2.17861 0.77665 0.23404 -1.528 0.557 0.276
C 2.33825 0.05353 -0.11652 2.343 -1.231 0.395
C -0.22161 0.97272 -0.07922 5.475 2.989 -0.911
N 3.49669 -0.17410 0.07604 -4.847 1.326 -0.894
```
Forces are in eV/Å.

The following is a quantum chemistry calculation of C4H3N3 in the gas phase, from OMol25.

Summary:
SMILES: N#Cn1cccn1
Energy relative to the best compared isomer or geometry (same formula, charge and spin) in kcal/mol: 40.1
F_max in eV/Å: 3.803
Frontier orbital gap in eV: 10.99
2S+1: 1
Highest occupied orbital energy in eV: -10.2

Geometry as XYZ:
```
10
Properties=species:S:1:pos:R:3:forces:R:3
H 1.93342 -0.41211 0.78023 -2.132 0.684 -0.530
N -0.52160 -3.34787 -0.15025 0.637 2.464 0.046
C 0.92999 0.02752 0.42661 0.939 -3.651 -0.501
N -1.15257 -0.02692 -0.50741 -1.883 0.196 -0.666
C -0.31499 -2.19641 -0.11949 -0.362 -0.246 0.153
N -0.17241 -0.81022 -0.06528 2.208 -0.087 0.954
C -0.80188 1.22023 -0.35578 0.917 0.147 -0.402
H -1.40921 2.10933 -0.67973 0.513 -1.463 0.436
H 0.96007 2.17084 0.51673 0.857 0.533 -0.060
C 0.54918 1.26560 0.15437 -1.694 1.424 0.570
```
Forces are in eV/Å.

The following is a quantum chemistry calculation of C4H3N3 in the gas phase, from OMol25.

Summary:
Energy relative to the best compared isomer or geometry (same formula, charge and spin) in kcal/mol: 89.4
F_max in eV/Å: 1.172
Frontier orbital gap (alpha / beta) in eV: 9.06 / 9.06
2S+1: 1
Highest occupied orbital energy (alpha / beta) in eV: -9.6 / -9.6

Geometry as XYZ:
```
10
Properties=species:S:1:pos:R:3:forces:R:3
N -0.04555 0.92690 -0.19034 0.001 0.189 -0.053
C 1.99757 -0.41537 0.41895 0.954 -0.018 0.227
N -0.26043 -1.27633 0.13748 0.287 0.341 0.027
H 0.48058 1.65257 -0.67744 -0.180 -0.209 -0.078
C -1.48890 -0.71735 -0.23065 -0.322 0.115 -0.221
H -2.36021 -1.35704 -0.22954 0.125 -0.001 -0.102
C -1.50969 0.60126 -0.60483 -0.019 -0.499 -0.054
C 0.60136 -0.32719 0.13814 -0.344 -0.097 0.112
N 3.13624 -0.45437 0.62961 -1.147 0.085 -0.221
H -0.55097 1.36693 0.60863 0.644 0.095 0.363
```
Forces are in eV/Å.

The following is a quantum chemistry calculation of a molecular structure, C4H3N3, from OMol25.

Summary:
Energy relative to the best compared isomer or geometry (same formula, charge and spin) in kcal/mol: 54.9
F_max in eV/Å: 0.504
Frontier orbital gap in eV: 10.70
2S+1: 1
Highest occupied orbital energy in eV: -10.6

Geometry as XYZ:
```
10
Properties=species:S:1:pos:R:3:forces:R:3
C -1.28439 -0.69602 0.16095 -0.077 0.013 -0.055
C 2.17572 -0.22802 0.19628 -0.153 0.035 -0.058
H -2.04352 1.41478 0.01917 0.191 -0.116 0.023
N 0.05129 1.09478 -0.01552 -0.059 -0.008 0.051
N 3.30483 -0.29200 0.39898 -0.283 0.035 -0.065
H -2.16696 -1.31980 0.25735 0.174 0.107 -0.015
C -1.23079 0.69978 0.06766 -0.047 -0.031 -0.048
H 0.57358 0.58471 -1.08323 -0.046 0.062 -0.140
C 0.74907 -0.16090 -0.05787 0.300 -0.271 0.301
N -0.06618 -1.22749 0.07461 0.001 0.174 0.005
```
Forces are in eV/Å.

The following is a quantum chemistry calculation of C4H3N3 in the gas phase, from OMol25.

Summary:
SMILES: N#Cc1ncc[nH]1
Energy relative to the best compared isomer or geometry (same formula, charge and spin) in kcal/mol: 37.0
F_max in eV/Å: 5.219
Frontier orbital gap in eV: 9.80
2S+1: 1
Highest occupied orbital energy in eV: -9.4

Geometry as XYZ:
```
10
Properties=species:S:1:pos:R:3:forces:R:3
N 0.77372 -0.53479 -0.12292 1.518 -3.522 -1.428
N -1.86836 -1.69613 1.38875 1.550 1.481 0.174
N -0.26526 1.31681 -0.29644 -2.872 0.199 2.206
H 2.47493 -0.16020 -1.38750 -1.493 0.548 0.467
H 1.14538 2.55112 -1.38002 -0.559 -3.053 0.398
H 1.06498 -1.56622 -0.18416 -1.287 1.932 0.954
C -0.40350 0.08858 0.28319 4.533 0.882 -2.432
C 0.86563 1.44996 -1.03215 -0.359 1.138 0.380
C -1.14398 -0.82630 1.09979 -2.915 -0.273 -0.618
C 1.48753 0.21677 -0.98984 1.882 0.667 -0.100
```
Forces are in eV/Å.

The following is a quantum chemistry calculation of C4H3N3 in the gas phase, from OMol25.

Summary:
SMILES: N#Cc1ncc[nH]1
Energy relative to the best compared isomer or geometry (same formula, charge and spin) in kcal/mol: 46.1
F_max in eV/Å: 2.052
Frontier orbital gap in eV: 8.77
2S+1: 1
Highest occupied orbital energy in eV: -9.1

Geometry as XYZ:
```
10
Properties=species:S:1:pos:R:3:forces:R:3
C -1.14688 0.62995 -0.11372 -0.108 0.194 -0.198
H 0.68499 1.75087 -0.16213 0.001 -0.149 0.084
N -0.05768 -1.31013 0.26903 -0.456 0.101 0.495
N 0.21711 0.86468 -0.06440 -0.446 0.202 0.376
N 2.67203 -0.62593 -0.59920 1.671 -0.045 0.576
H -1.85316 1.42981 -0.26932 0.052 -0.134 -0.059
C 2.25532 -0.43384 0.47600 -0.650 -0.240 -1.931
C 0.77095 -0.32643 0.23389 0.066 0.178 0.840
H -2.19596 -1.28619 0.13340 0.014 0.066 -0.095
C -1.29008 -0.70452 0.08518 -0.144 -0.173 -0.087
```
Forces are in eV/Å.

The following is a quantum chemistry calculation of a molecular structure, C4H3N3, from OMol25.

Summary:
Energy relative to the best compared isomer or geometry (same formula, charge and spin) in kcal/mol: 69.4
F_max in eV/Å: 4.468
Frontier orbital gap in eV: 10.32
2S+1: 1
Highest occupied orbital energy in eV: -10.4

Geometry as XYZ:
```
10
Properties=species:S:1:pos:R:3:forces:R:3
C -0.52003 0.53080 1.70536 -0.969 -0.357 0.552
N -0.48353 -1.27518 -1.77780 0.617 2.186 1.162
N -1.35115 0.61933 2.50978 1.168 -0.019 -1.026
H -0.45626 -0.55571 -2.53595 0.233 -0.307 1.007
N 0.81447 2.24150 -0.95139 0.161 -0.745 0.451
H -0.32447 -1.96112 0.17454 0.312 2.371 -1.685
C 0.47289 0.27642 0.66777 -3.158 -0.502 -3.120
C -0.19802 -1.00654 -0.57732 -0.456 -3.336 2.472
H 1.30006 -0.23096 0.99087 2.064 -1.226 0.941
C 0.74604 1.36146 -0.20586 0.029 1.935 -0.755
```
Forces are in eV/Å.

The following is a quantum chemistry calculation of C4H3N3O in the gas phase, from OMol25.

Summary:
SMILES: O=c1cnnccn1
Energy relative to the best compared isomer or geometry (same formula, charge and spin) in kcal/mol: 80.3
F_max in eV/Å: 5.628
Frontier orbital gap in eV: 8.61
2S+1: 1
Highest occupied orbital energy in eV: -10.1

Geometry as XYZ:
```
11
Properties=species:S:1:pos:R:3:forces:R:3
N 0.34643 0.68533 -1.66163 2.062 1.262 4.196
N 0.82438 1.35088 -0.42927 -0.429 -0.198 0.211
N -0.60245 -0.87397 0.97532 -0.646 0.834 -3.496
H -2.33190 -0.72688 -0.27022 2.062 0.148 0.303
H -0.99494 -0.49212 -2.37552 -0.490 0.080 0.854
H 1.27508 1.59222 1.46609 0.882 1.993 2.148
C 0.77931 -0.55707 1.21068 0.968 -1.440 2.446
O 1.60310 -1.24462 1.89473 -3.461 2.873 -3.303
C -1.18677 -0.54928 -0.21320 -1.062 -2.124 5.090
C 0.90225 0.91425 0.81057 0.181 -2.591 -4.993
C -0.61448 -0.09874 -1.40756 -0.067 -0.837 -3.456
```
Forces are in eV/Å.

The following is a quantum chemistry calculation of a molecular structure, C4H3N3O, from OMol25.

Summary:
Energy relative to the best compared isomer or geometry (same formula, charge and spin) in kcal/mol: 50.9
F_max in eV/Å: 3.124
Frontier orbital gap in eV: 10.54
2S+1: 1
Highest occupied orbital energy in eV: -10.3

Geometry as XYZ:
```
11
Properties=species:S:1:pos:R:3:forces:R:3
C -1.38275 -0.66659 -0.01894 -0.443 1.241 -0.542
H -1.38488 1.51662 -0.84781 0.112 -0.509 0.338
H 2.38104 1.16714 -0.10031 -0.258 -0.722 0.765
C 1.68069 0.33100 0.05186 0.813 2.289 -0.011
C 0.31936 0.38267 -0.02458 2.792 -1.157 -0.792
N 2.08997 -0.95643 0.12211 -0.190 -0.892 -0.973
H -1.41355 1.33368 0.94922 0.429 -0.140 -0.485
N 1.07028 -1.76846 -0.04276 0.611 0.468 0.484
O -2.35883 -1.29607 0.08674 -0.370 -0.847 0.085
N 0.03989 -0.94246 -0.17643 -1.821 0.520 0.865
C -1.04123 0.89890 0.00090 -1.674 -0.252 0.266
```
Forces are in eV/Å.

The following is a quantum chemistry calculation of C4H3N3O in the gas phase, from OMol25.

Summary:
SMILES: O=c1ccnnnc1
Energy relative to the best compared isomer or geometry (same formula, charge and spin) in kcal/mol: 91.3
F_max in eV/Å: 3.751
Frontier orbital gap in eV: 8.94
2S+1: 1
Highest occupied orbital energy in eV: -10.0

Geometry as XYZ:
```
11
Properties=species:S:1:pos:R:3:forces:R:3
N -0.30587 0.29656 -1.76226 0.829 1.329 -0.182
H 0.87343 -2.06053 0.50122 -0.524 0.814 -0.264
H -1.19768 1.07830 1.78333 1.315 -0.594 0.080
C 0.45742 -1.08535 0.15239 1.599 -0.950 -0.095
C -0.09551 -0.95798 -1.06895 -0.754 3.662 -0.305
H -0.32666 -1.58290 -1.88940 0.029 -1.919 0.271
O 1.73253 0.24458 1.76065 -1.735 -0.136 -1.811
C -0.46283 0.92410 0.96050 -1.765 1.950 -1.120
N -0.50445 1.50076 -1.33687 0.273 -3.394 0.301
N -0.96100 1.53015 -0.07759 0.293 0.168 1.379
C 0.79061 0.11231 0.97699 0.441 -0.930 1.745
```
Forces are in eV/Å.

The following is a quantum chemistry calculation of C4H3N3O2 in the gas phase, from OMol25.

Summary:
SMILES: [H]/N=c1\nccnoc1=O
Energy relative to the best compared isomer or geometry (same formula, charge and spin) in kcal/mol: 132.2
F_max in eV/Å: 6.745
Frontier orbital gap in eV: 8.61
2S+1: 1
Highest occupied orbital energy in eV: -10.1

Geometry as XYZ:
```
12
Properties=species:S:1:pos:R:3:forces:R:3
H 1.23146 2.07194 1.46969 0.484 -2.781 -1.149
H -1.74667 1.22494 -1.59342 0.728 -1.780 2.546
N -0.05290 1.36220 -0.34724 -2.365 -5.046 -2.784
O 2.47161 -1.03098 -0.95324 -4.401 -0.054 2.541
O 0.54511 -1.86593 0.39768 0.588 1.567 -1.399
C -1.11362 0.63757 -0.74779 0.788 1.736 -0.014
N 1.59047 1.05813 1.20434 -0.657 -0.251 -0.831
N -0.84179 -1.63250 0.73020 -2.060 2.897 -3.887
C -1.59772 -0.73098 -0.01522 0.602 -0.479 0.768
H -2.89555 -0.76597 -0.04248 4.310 -0.240 0.760
C 1.45030 -0.82243 -0.30641 1.128 -1.178 -0.197
C 0.95930 0.49401 0.20391 0.855 5.611 3.645
```
Forces are in eV/Å.

The following is a quantum chemistry calculation of C4H3N3O2S in the gas phase, from OMol25.

Summary:
Energy relative to the best compared isomer or geometry (same formula, charge and spin) in kcal/mol: 26.1
F_max in eV/Å: 4.108
Frontier orbital gap (alpha / beta) in eV: 7.20 / 8.04
2S+1: 1
Highest occupied orbital energy (alpha / beta) in eV: -9.0 / -9.6

Geometry as XYZ:
```
13
Properties=species:S:1:pos:R:3:forces:R:3
H 1.12997 2.57685 -0.49342 1.551 3.475 -1.253
N 1.19208 -0.66067 0.28904 1.312 -1.313 -0.789
N -0.03977 -0.86375 0.90161 0.181 2.699 1.776
C -2.15569 -0.74396 -0.25059 -0.231 1.545 1.005
C 1.81033 0.56726 -0.04007 -0.631 0.483 -0.570
S -2.08097 1.12977 0.09741 0.399 0.684 0.062
H 1.95097 -1.18113 0.74818 -0.738 -0.259 -0.203
C 0.78566 1.69654 -0.18180 -1.242 -3.414 1.918
C -0.45831 1.52095 0.17639 -0.569 -2.291 -0.500
O -3.11717 -1.20942 -0.73468 -0.898 -0.159 -0.601
O 2.99825 0.67602 -0.26173 -1.372 -0.165 0.487
N -1.08274 -1.42404 0.23403 1.178 0.182 -0.591
H -0.93262 -2.08439 -0.48437 1.061 -1.467 -0.742
```
Forces are in eV/Å.

Look up the F_max of the second one.
3.803 eV/Å

Which formula does entry 8 have?
C4H3N3O

Please write out number 1 again, unchanged.
The following is a quantum chemistry calculation of C4H3N3 in the gas phase, from OMol25.

Summary:
SMILES: N#Cc1c[nH]cn1
Energy relative to the best compared isomer or geometry (same formula, charge and spin) in kcal/mol: 31.3
F_max in eV/Å: 6.304
Frontier orbital gap in eV: 9.50
2S+1: 1
Highest occupied orbital energy in eV: -9.1

Geometry as XYZ:
```
10
Properties=species:S:1:pos:R:3:forces:R:3
C 0.84075 -0.01619 -0.28056 -0.175 2.464 1.662
H -0.26803 2.08513 0.08323 0.782 -1.348 -0.532
N 0.26750 -1.23190 -0.15535 -2.397 -0.319 0.032
N -1.34771 0.37304 -0.07533 -0.486 -5.311 0.736
C -1.03953 -1.02462 -0.01857 -1.606 -1.183 0.635
H -1.88770 -1.81428 0.33224 2.438 2.057 -1.398
H -2.17861 0.77665 0.23404 -1.528 0.557 0.276
C 2.33825 0.05353 -0.11652 2.343 -1.231 0.395
C -0.22161 0.97272 -0.07922 5.475 2.989 -0.911
N 3.49669 -0.17410 0.07604 -4.847 1.326 -0.894
```
Forces are in eV/Å.